# 1
Formula: C7H9NO5S2
Source: OMol25
Level of theory: ωB97M-V/def2-TZVPD

The orbital gap is 8.92 eV. The calculation puts the relative energy (zero: lowest compared OMol25 entry of this formula, charge and spin) at 21.01 kcal/mol. As for the spin multiplicity: 1. The calculation puts the electronic energy at -1499.26568 Eh. The calculation puts the HOMO energy at -9.271 eV. Its net charge is 0. Its SMILES is C=C(C)[N+](=O)[O-].O=S(=O)(O)c1cccs1.

Positions of all 24 atoms, in Å:
C  2.100  0.087  1.843
C  2.343  -0.339  0.631
C  3.332  -1.475  0.271
N  1.605  0.218  -0.446
O  2.012  0.027  -1.547
O  0.572  0.824  -0.155
H  2.390  -0.187  2.740
H  1.402  0.897  1.889
H  4.234  -0.977  -0.070
H  2.803  -2.125  -0.381
H  3.394  -2.065  1.151
O  -0.110  -1.761  0.312
S  -0.947  -1.154  -0.667
O  -0.475  -1.137  -2.067
O  -2.239  -2.042  -0.709
C  -1.915  0.318  -0.235
C  -2.144  1.283  -1.181
C  -2.787  2.338  -0.626
C  -2.990  2.220  0.683
S  -2.306  0.759  1.341
H  -2.184  -2.978  -0.858
H  -1.817  1.109  -2.180
H  -3.139  3.202  -1.210
H  -3.132  2.959  1.471

Force components x, y, z for each atom (eV/Å):
-2.3 2.5 -3.4
2.1 -2.5 1.0
-1.8 2.1 0.5
-0.6 1.0 0.8
0.4 0.1 -1.4
0.7 0.6 -0.7
2.2 -1.9 3.8
-0.5 0.4 0.1
0.2 -0.8 -0.3
0.1 -0.4 -1.3
0.9 -0.2 1.0
0.5 0.4 0.8
-1.0 -1.0 -3.6
-0.6 0.8 2.8
-2.0 0.4 0.4
1.9 -1.1 -1.0
0.8 -3.0 -0.1
-1.5 3.0 -1.3
0.8 0.0 3.4
-0.6 0.5 -0.4
0.7 -0.7 -0.2
0.0 0.2 -0.6
0.4 -0.4 0.4
-0.8 0.0 -0.6

Results of the natural (NBO) charge analysis, in e, for atoms 1 through 6:
1. C -0.307
2. C 0.106
3. C -0.643
4. N 0.509
5. O -0.311
6. O -0.454



# 2
Formula: C80H120F30N10O20
Source: OMol25
Level of theory: ωB97M-V/def2-TZVPD

The orbital gap is 11.37 eV. As for the spin multiplicity: 1. The calculation puts the electronic energy at -8168.67497 Eh. The calculation puts the HOMO energy at -10.967 eV. Its net charge is 0.

Positions of all 260 atoms, in Å:
C  -2.852  -0.649  1.665
C  -4.159  0.191  1.744
C  -5.406  -0.767  1.906
C  -5.467  -1.602  3.085
N  -5.430  -2.191  4.071
H  -2.503  -0.907  2.700
H  -2.015  -0.033  1.236
H  -3.002  -1.603  1.136
H  -4.234  0.750  0.819
H  -4.189  0.950  2.562
H  -5.421  -1.464  1.088
H  -6.315  -0.140  1.699
C  7.837  4.239  -0.185
C  7.843  5.091  -1.408
C  6.506  5.016  -2.230
C  6.139  3.662  -2.699
N  6.055  2.689  -3.307
H  8.723  4.442  0.364
H  7.850  3.166  -0.301
H  7.005  4.463  0.469
H  8.676  4.856  -2.070
H  7.885  6.129  -1.187
H  6.399  5.595  -3.163
H  5.718  5.464  -1.624
C  -3.109  -4.243  2.788
C  -3.909  -5.586  2.665
C  -5.368  -5.433  2.269
C  -5.531  -4.386  1.271
N  -5.582  -3.621  0.409
H  -3.687  -3.499  3.402
H  -2.852  -3.747  1.846
H  -2.149  -4.510  3.200
H  -4.022  -6.093  3.676
H  -3.432  -6.252  1.918
H  -5.869  -5.034  3.154
H  -5.710  -6.386  1.908
C  -9.573  -3.003  -0.662
C  -9.204  -2.360  -2.001
C  -7.785  -1.874  -2.281
C  -7.439  -0.687  -1.496
N  -7.261  0.270  -0.870
H  -10.225  -3.888  -0.740
H  -10.162  -2.297  -0.083
H  -8.731  -3.399  -0.203
H  -9.806  -1.495  -2.214
H  -9.393  -3.160  -2.741
H  -7.655  -1.640  -3.384
H  -7.072  -2.660  -2.042
C  -0.477  4.013  -0.385
C  -0.990  2.905  0.550
C  -0.343  2.770  1.910
C  -0.161  4.047  2.610
N  0.026  5.129  2.928
H  0.435  3.706  -0.991
H  -0.182  4.896  0.186
H  -1.307  4.285  -1.057
H  -0.832  1.907  0.087
H  -2.095  3.113  0.644
H  0.607  2.272  1.870
H  -0.983  2.074  2.511
C  4.056  -3.727  3.885
C  3.876  -3.237  2.446
C  3.009  -4.200  1.530
C  1.617  -4.148  1.733
N  0.509  -4.027  2.085
H  4.634  -4.704  3.825
H  3.103  -3.995  4.424
H  4.593  -3.006  4.495
H  4.848  -3.185  1.990
H  3.374  -2.279  2.409
H  3.310  -5.231  1.559
H  3.199  -3.777  0.560
C  -4.077  -3.267  -2.569
C  -3.929  -4.572  -3.307
C  -4.711  -5.722  -2.646
C  -6.142  -5.481  -2.791
N  -7.222  -5.100  -2.999
H  -4.002  -3.378  -1.493
H  -4.989  -2.711  -2.794
H  -3.309  -2.545  -2.893
H  -2.897  -4.981  -3.176
H  -4.111  -4.396  -4.343
H  -4.417  -5.658  -1.635
H  -4.499  -6.787  -2.970
C  -0.105  -6.742  0.133
C  -1.299  -6.022  -0.596
C  -1.027  -4.533  -0.811
C  0.345  -4.232  -1.266
N  1.449  -3.986  -1.465
H  -0.262  -7.781  0.020
H  -0.092  -6.594  1.236
H  0.840  -6.521  -0.366
H  -2.236  -6.154  0.010
H  -1.506  -6.556  -1.550
H  -1.251  -4.015  0.147
H  -1.804  -4.055  -1.455
C  -0.342  -0.668  4.934
C  -0.086  -1.975  4.233
C  0.288  -3.114  5.158
C  -0.682  -3.464  6.159
N  -1.506  -3.704  6.950
H  -1.265  -0.786  5.540
H  -0.549  0.053  4.181
H  0.432  -0.262  5.580
H  0.727  -1.940  3.474
H  -0.964  -2.269  3.623
H  1.203  -2.808  5.723
H  0.527  -3.925  4.475
C  -5.647  2.373  -3.241
C  -5.194  3.071  -4.498
C  -5.748  4.499  -4.655
C  -7.096  4.593  -5.240
N  -8.141  4.531  -5.681
H  -5.314  1.338  -3.243
H  -6.712  2.448  -3.144
H  -5.275  2.903  -2.382
H  -5.452  2.449  -5.381
H  -4.137  3.191  -4.541
H  -5.025  5.080  -5.296
H  -5.791  5.015  -3.693
C  2.318  0.610  -7.211
C  1.084  1.064  -6.458
O  0.638  2.372  -6.987
C  -0.662  2.467  -7.240
O  -1.471  1.616  -7.446
C  -1.003  3.937  -7.618
F  -1.206  4.047  -8.945
F  -2.177  4.336  -7.017
F  -0.083  4.817  -7.221
H  2.085  0.551  -8.252
H  2.492  -0.362  -6.778
H  3.217  1.224  -7.080
H  1.269  1.242  -5.361
H  0.251  0.319  -6.480
C  0.169  -4.011  9.870
C  0.550  -2.524  9.713
O  1.766  -2.432  8.917
C  2.271  -1.176  8.717
O  1.876  -0.138  9.223
C  3.524  -1.116  7.818
F  4.601  -0.739  8.564
F  3.964  -2.233  7.255
F  3.244  -0.177  6.961
H  -0.867  -3.983  10.245
H  0.864  -4.492  10.554
H  0.212  -4.651  8.960
H  0.831  -2.043  10.664
H  -0.208  -1.866  9.343
C  -5.232  0.980  5.777
C  -4.598  2.374  5.775
O  -3.318  2.432  6.349
C  -2.398  2.785  5.490
O  -2.439  2.897  4.323
C  -0.999  3.032  6.173
F  -0.892  4.209  6.727
F  -0.801  2.056  7.080
F  -0.038  2.920  5.208
H  -4.492  0.316  5.311
H  -6.170  0.973  5.286
H  -5.374  0.710  6.857
H  -5.221  3.064  6.303
H  -4.513  2.632  4.732
C  4.862  -1.488  -3.374
C  3.641  -1.415  -4.272
O  3.225  -2.795  -4.477
C  1.984  -3.076  -4.599
O  1.023  -2.346  -4.697
C  1.863  -4.580  -4.638
F  0.675  -4.931  -4.165
F  1.991  -5.106  -5.879
F  2.826  -5.190  -3.945
H  4.714  -2.071  -2.490
H  5.259  -0.528  -3.074
H  5.659  -2.060  -3.944
H  3.954  -1.081  -5.255
H  2.817  -0.802  -3.926
C  8.265  -2.675  3.880
C  8.589  -1.349  3.317
O  8.102  -1.408  1.928
C  7.788  -0.270  1.374
O  7.915  0.826  1.843
C  7.293  -0.440  -0.053
F  8.314  -0.916  -0.815
F  6.322  -1.358  -0.205
F  6.817  0.673  -0.516
H  8.684  -2.836  4.848
H  8.641  -3.454  3.199
H  7.174  -2.744  3.969
H  9.641  -1.243  3.119
H  8.143  -0.472  3.831
C  -1.539  1.875  -3.507
C  -1.200  0.448  -2.996
O  -0.133  0.509  -1.994
C  -0.112  -0.621  -1.259
O  -0.948  -1.501  -1.262
C  1.227  -0.599  -0.397
F  1.426  -1.743  0.169
F  2.325  -0.398  -1.208
F  1.196  0.352  0.542
H  -0.678  2.326  -4.010
H  -1.674  2.517  -2.625
H  -2.435  1.949  -4.129
H  -0.922  -0.148  -3.824
H  -2.059  -0.088  -2.619
C  -0.406  -2.840  -7.174
C  -1.377  -3.323  -6.157
O  -2.249  -2.227  -5.784
C  -3.477  -2.270  -6.205
O  -4.043  -3.187  -6.690
C  -4.235  -0.939  -5.967
F  -3.653  0.102  -6.664
F  -5.550  -1.048  -6.195
F  -4.116  -0.551  -4.688
H  -0.880  -2.649  -8.097
H  0.445  -3.468  -7.438
H  0.112  -1.958  -6.807
H  -0.968  -3.597  -5.249
H  -1.933  -4.127  -6.545
C  0.485  7.934  -0.048
C  1.904  7.987  0.361
O  2.321  6.777  1.103
C  2.905  5.824  0.480
O  3.152  5.737  -0.684
C  3.423  4.723  1.458
F  3.605  5.208  2.641
F  2.530  3.699  1.517
F  4.613  4.182  1.048
H  0.210  8.887  -0.503
H  -0.211  7.717  0.783
H  0.433  7.177  -0.806
H  2.007  8.732  1.122
H  2.581  8.050  -0.486
C  2.558  4.756  -3.943
C  1.038  4.815  -4.044
O  0.541  6.116  -4.448
C  -0.765  6.195  -4.468
O  -1.521  5.323  -4.238
C  -1.145  7.640  -4.612
F  -0.294  8.268  -5.490
F  -2.408  7.726  -5.124
F  -1.035  8.280  -3.442
H  2.941  5.082  -2.959
H  2.963  5.385  -4.778
H  2.917  3.748  -4.063
H  0.429  4.585  -3.156
H  0.783  4.075  -4.852
C  6.888  3.752  5.510
C  6.451  2.313  5.517
O  5.666  2.022  4.320
C  5.252  0.792  4.279
O  5.416  -0.154  5.001
C  4.442  0.597  2.996
F  4.219  1.645  2.266
F  5.091  -0.326  2.287
F  3.233  0.075  3.351
H  6.126  4.445  5.928
H  7.088  4.091  4.441
H  7.747  3.902  6.201
H  5.837  2.077  6.372
H  7.253  1.634  5.440

Force components x, y, z for each atom (eV/Å):
0.6 0.9 1.4
0.0 -1.1 0.8
-0.3 1.7 -1.4
0.2 0.9 0.6
-0.2 -0.2 -0.1
-0.4 0.1 -0.8
-0.8 -0.7 0.1
0.1 0.5 -0.1
-0.5 0.0 -0.2
0.4 -0.6 -0.4
0.2 -0.3 -0.6
0.5 -0.7 0.8
-0.2 -0.1 0.6
-1.2 -0.6 -2.2
-0.5 -0.3 0.1
0.6 0.4 -0.2
-0.4 -0.2 0.3
0.9 0.3 0.7
-0.2 -0.3 -0.6
-0.3 0.1 0.1
0.1 0.0 0.0
0.5 1.0 0.6
0.9 0.1 0.3
-0.2 -0.5 0.3
-1.0 -0.4 0.4
0.6 0.2 0.6
0.3 1.4 0.4
0.0 -0.1 -1.2
-0.1 -0.3 0.5
0.9 -0.9 -0.4
-0.4 -0.3 -0.2
0.3 0.2 0.6
0.9 0.4 -1.2
0.0 0.2 0.7
-0.5 -0.5 0.0
-0.8 -0.2 0.0
-1.6 0.6 -0.8
-0.4 -1.2 -1.0
0.6 -0.1 -0.5
0.0 0.9 0.5
0.0 -0.9 -0.5
0.1 0.4 -0.6
0.5 0.0 0.6
1.7 -0.2 1.4
-0.8 0.1 -0.1
0.1 0.7 -0.1
-0.2 -0.2 1.3
0.2 -0.1 0.0
0.9 -0.5 -0.5
-0.9 0.0 -0.9
-0.9 -0.6 1.4
-0.2 -0.5 -0.9
0.0 0.6 0.5
-1.1 0.2 0.7
-0.2 0.1 0.0
0.5 0.0 0.0
-0.5 0.6 0.0
1.0 -0.6 0.2
0.6 0.0 -0.2
0.5 0.8 -0.2
-0.3 -1.7 0.0
-1.4 -1.2 0.6
2.0 1.2 0.0
-3.6 0.7 2.0
2.0 -0.5 -1.1
-0.5 1.2 0.3
0.7 0.5 -0.7
0.1 0.0 0.0
0.4 0.3 -0.3
0.1 0.3 0.0
0.5 -0.5 0.0
0.0 -0.3 -0.9
0.4 1.1 -0.1
1.4 -1.1 0.8
-0.6 -0.8 -1.4
-1.8 1.0 -0.3
1.6 -0.8 0.4
0.0 0.0 0.1
-0.3 -0.5 0.1
0.1 -0.4 0.1
-0.3 0.8 -0.5
-0.3 -0.4 -0.9
0.0 -0.1 1.5
0.1 1.4 -0.1
-1.1 0.7 0.2
0.2 -1.0 0.5
-1.3 0.7 0.2
-0.7 0.2 0.7
-0.1 -0.1 -0.4
-0.1 -1.3 -0.2
0.2 0.5 -0.9
0.0 0.2 0.4
0.8 0.3 -0.5
0.3 0.4 0.4
0.9 -0.2 -0.4
0.9 -0.4 0.0
-1.1 -0.4 0.5
0.1 -0.1 -0.9
1.5 0.5 -0.1
-2.4 -0.6 1.6
1.6 0.4 -1.4
0.5 0.2 -0.1
-0.2 1.0 -0.5
0.3 -0.3 0.0
-0.4 0.3 0.6
0.3 0.2 0.5
-0.4 -0.4 -0.5
0.0 -0.6 0.5
0.3 0.3 -0.2
-0.9 -0.2 -1.0
0.6 0.8 -0.7
1.8 -0.6 0.7
-1.5 0.1 -0.6
-0.1 0.0 0.2
-0.7 -0.4 -0.1
0.4 0.0 0.6
0.0 0.5 0.3
1.0 -0.1 0.2
-0.9 -0.4 0.5
0.2 -0.1 0.0
-0.4 0.3 1.0
-0.2 0.4 1.1
-0.4 -1.0 1.0
0.2 0.7 -1.7
0.1 -0.2 0.7
-1.6 0.9 0.6
0.5 -0.1 0.7
1.0 -0.7 -0.5
0.1 -0.1 -0.3
0.0 -0.3 -0.7
0.4 -0.6 -0.3
-0.4 0.0 0.2
0.1 -0.1 -1.0
0.6 0.7 -0.4
0.0 0.6 -0.4
1.1 -0.4 0.9
0.7 1.7 -1.1
-1.3 -0.4 2.0
0.4 -2.0 -1.0
1.0 -0.4 1.8
-0.6 0.5 0.1
-1.0 -0.3 -0.7
0.3 0.6 -1.5
0.4 -0.5 0.0
-0.2 0.1 0.4
-0.2 1.0 0.3
-0.3 -0.6 0.1
-0.5 0.0 -0.9
2.1 0.2 2.3
-2.0 -0.9 -1.2
0.4 0.0 0.5
2.6 0.2 1.8
-0.9 0.1 -2.3
-0.2 -1.7 -1.1
0.1 0.6 0.5
0.3 0.5 0.0
-0.6 0.0 1.1
-0.6 -0.2 0.1
-0.8 0.0 -0.6
0.0 -0.3 -1.1
-0.3 0.6 0.3
-0.1 0.6 -0.2
1.1 -0.9 -1.2
0.7 -0.1 -0.1
1.2 0.9 0.4
-1.3 0.5 -0.3
0.7 -0.1 0.3
0.3 -1.8 -0.2
-0.3 -0.4 0.0
-0.4 0.7 -0.2
-0.2 0.2 0.5
-0.5 -0.3 0.7
0.0 0.4 -0.2
-0.7 0.8 0.6
-0.1 0.3 -0.1
-0.1 -0.1 0.2
-0.9 -0.7 -0.4
0.1 0.7 -1.0
-0.7 -0.2 0.2
0.3 0.5 0.3
-0.1 0.2 0.2
0.0 -1.8 -0.8
-0.1 0.7 0.1
-0.2 -0.2 0.6
0.1 1.1 -0.6
0.4 0.0 0.7
-0.2 0.2 0.3
0.2 -0.3 0.0
0.6 0.4 0.7
0.4 -0.7 -0.3
0.8 -0.1 1.4
-1.1 1.7 -0.6
-0.8 -1.3 -0.2
-0.1 0.1 -0.2
1.7 1.2 0.3
0.2 0.3 -1.5
-0.1 -1.1 1.0
-1.2 0.4 0.5
0.0 0.1 -0.3
-0.1 -0.2 -0.2
-0.3 -0.1 -0.2
0.3 -0.4 0.1
1.0 -0.8 -0.8
-0.3 0.3 0.6
1.5 0.6 0.3
-0.1 0.5 -0.7
0.6 0.7 0.0
-0.7 0.9 0.1
-0.7 -1.2 -0.8
0.5 1.6 0.3
-1.1 -1.5 0.1
1.0 0.1 -0.5
0.1 -0.2 0.6
-0.7 0.5 -1.0
-0.3 -0.8 0.4
-0.4 0.4 -0.1
1.1 -0.6 1.6
-1.0 -0.9 -0.4
-0.8 -0.3 0.0
0.6 -0.7 0.7
-1.0 1.0 0.8
1.2 -1.1 0.0
0.0 0.0 -1.2
0.0 -1.1 -1.1
0.2 0.3 1.5
0.5 0.6 -0.1
-1.1 0.6 0.0
0.0 0.0 0.0
0.5 0.0 -0.4
-0.6 -0.5 -0.5
0.6 0.6 0.1
0.0 0.4 0.1
-0.1 1.6 0.2
-0.4 -1.4 -0.8
1.3 -0.2 -0.2
1.3 0.5 0.6
-1.6 -1.4 0.1
-0.4 1.4 -2.0
-1.0 -0.4 0.8
1.3 0.3 0.9
-0.5 -0.2 -0.3
-0.2 0.2 -0.6
-0.1 -0.6 0.8
-0.1 -0.5 -0.2
0.7 -0.4 -0.1
-0.2 0.8 0.7
-0.1 1.3 -0.5
-0.6 0.7 -0.3
0.3 0.7 1.1
-0.7 -0.5 -1.0
0.4 0.6 0.3
-0.8 -1.2 1.0
0.1 0.8 -0.6
0.1 -0.4 -0.7
0.3 0.1 -0.3
0.1 -0.6 -0.4
0.2 -0.4 1.5
-0.2 -0.2 -0.8
-0.1 -0.2 0.3
1.2 -0.7 0.3

Results of the Löwdin charge analysis, in e, for atoms 1 through 6:
1. C -0.082
2. C -0.200
3. C -0.193
4. C -0.238
5. N 0.166
6. H 0.065